Density functional theory data (the ωB97M-V functional and the def2-TZVPD basis) for 12 unconnected molecules or ions with the total composition C21H17Cl44N4O5P at a distorted geometry.

XYZ file:
```
92
C21H17Cl44N4O5P | the Open Molecules 2025 dataset | the ωB97M-V functional and the def2-TZVPD basis
C -4.457 0.657 -1.094
C -3.713 2.154 -1.123
O -4.314 3.235 -0.554
O -2.382 2.190 -1.748
C -2.451 2.188 -3.218
C -1.757 0.873 -3.935
C -0.118 0.885 -3.942
C 0.593 0.575 -2.498
C -0.380 -0.314 -1.468
N -1.121 -1.049 -0.684
C 0.856 2.018 -1.767
N 2.238 2.599 -1.962
C 1.928 -0.340 -2.745
N 1.423 -1.739 -3.149
C 2.881 0.157 -4.000
N 3.592 0.906 -4.818
P 3.070 -0.560 -1.236
O 3.732 -2.024 -1.364
O 4.428 0.557 -1.181
O 2.288 -0.482 0.316
H -3.568 -0.123 -1.112
H -5.117 0.597 -0.128
H -5.043 0.544 -2.100
H -3.611 2.121 -3.491
H -2.035 3.163 -3.722
H -2.231 -0.151 -3.545
H -2.090 0.930 -5.081
H 0.213 0.134 -4.809
H 0.212 1.960 -4.310
H 0.659 1.930 -0.605
H 0.102 2.790 -2.277
H 2.281 3.209 -2.823
H 2.561 3.165 -1.147
H 1.322 -2.356 -2.313
H 2.161 -2.110 -3.789
H 4.345 1.035 -0.288
H 1.854 -1.380 0.537
Cl -7.102 -1.890 -5.464
C -6.381 -2.275 -3.881
Cl -4.787 -1.490 -3.748
Cl -7.446 -1.680 -2.583
Cl -6.188 -4.040 -3.729
Cl 0.570 -2.218 2.321
C 1.292 -2.603 3.904
Cl 2.886 -1.818 4.037
Cl 0.227 -2.008 5.202
Cl 1.484 -4.367 4.056
Cl 5.035 -5.802 4.528
C 5.907 -4.274 4.251
Cl 7.637 -4.616 3.994
Cl 5.242 -3.462 2.811
Cl 5.716 -3.215 5.671
Cl 1.544 5.868 -6.918
C 2.265 5.483 -5.334
Cl 3.859 6.268 -5.202
Cl 1.200 6.078 -4.036
Cl 2.458 3.718 -5.183
Cl 2.683 -0.983 9.857
C 3.819 -2.014 8.952
Cl 4.827 -2.935 10.096
Cl 2.905 -3.144 7.922
Cl 4.863 -0.993 7.931
Cl -1.595 7.914 -7.340
C -1.352 8.513 -9.000
Cl 0.060 7.701 -9.724
Cl -2.802 8.164 -9.975
Cl -1.071 10.272 -8.962
Cl 0.073 -7.089 8.552
C -0.760 -6.867 6.992
Cl -0.427 -5.232 6.369
Cl -0.170 -8.079 5.826
Cl -2.515 -7.069 7.222
Cl -6.361 6.201 -4.990
C -5.676 5.379 -3.566
Cl -6.182 3.670 -3.566
Cl -3.898 5.472 -3.624
Cl -6.264 6.172 -2.083
Cl -0.385 2.731 3.816
C 0.751 1.700 2.911
Cl 1.758 0.779 4.055
Cl -0.164 0.570 1.881
Cl 1.795 2.721 1.890
Cl 0.951 2.802 9.388
C 0.118 3.024 7.829
Cl 0.451 4.659 7.205
Cl 0.708 1.813 6.663
Cl -1.637 2.822 8.059
Cl 0.089 -12.650 2.122
C 0.346 -11.654 3.577
Cl 1.575 -10.410 3.236
Cl -1.185 -10.866 4.035
Cl 0.904 -12.689 4.915
```

Net charge   0
Electronic energy   -21995.0041 Ha
LUMO level   -0.5 eV
Structure (SMILES)   CC(=O)OCCC[C@](C#N)(CN)[C@@](N)(C#N)P(=O)(O)O.ClC(Cl)(Cl)Cl.ClC(Cl)(Cl)Cl.ClC(Cl)(Cl)Cl.ClC(Cl)(Cl)Cl.ClC(Cl)(Cl)Cl.ClC(Cl)(Cl)Cl.ClC(Cl)(Cl)Cl.ClC(Cl)(Cl)Cl.ClC(Cl)(Cl)Cl.ClC(Cl)(Cl)Cl.ClC(Cl)(Cl)Cl
Highest occupied orbital energy   -9.928 eV